(1)
64
Properties=species:S:1:pos:R:3 method="wB97M-V/def2-TZVPD" spin_multiplicity=5 lumo_energy_ev="-4.515 / -4.506" e_homo_ev="-10.23 / -10.33" mol_weight_g_mol=750.60 e_above_lowest_kcal_mol=0.00 orbital_gap_ev="5.712 / 5.821" total_charge=+1
Cr -0.2496 0.0814 0.5381
S 1.8346 0.5575 1.3970
C 2.5680 -0.9252 0.8700
N 3.9052 -1.0185 0.8952
N 4.4893 -2.1681 0.8412
C 4.1039 -3.4678 1.2971
C 3.1251 -3.6718 2.2594
C 2.8985 -4.9567 2.7180
C 3.6288 -6.0318 2.2185
C 4.6108 -5.8112 1.2667
C 4.8559 -4.5246 0.8103
N 1.8513 -1.9507 0.3702
N 0.6199 -1.6210 0.1372
C -0.1913 -2.7602 -0.2421
C -0.9093 -2.7174 -1.4255
C -1.7172 -3.7894 -1.7694
C -1.8025 -4.8936 -0.9298
C -1.0725 -4.9289 0.2514
C -0.2596 -3.8591 0.5996
H 5.4682 -2.0749 0.6013
H 2.5699 -2.8419 2.6774
H 2.1519 -5.1198 3.4843
H 3.4411 -7.0325 2.5832
H 5.1931 -6.6361 0.8793
H 5.6272 -4.3442 0.0697
H -0.8210 -1.8560 -2.0777
H -2.2732 -3.7677 -2.6973
H -2.4328 -5.7301 -1.2006
H -1.1312 -5.7922 0.9013
H 0.3240 -3.8707 1.5119
S -5.5443 4.3990 -1.0175
N -4.0584 4.8179 -0.8996
C -3.2216 3.7168 -0.4111
C -1.7324 3.6349 -0.3814
C -0.7542 4.5025 -0.7599
C 0.5217 3.9904 -1.0493
C 0.7779 2.5875 -1.0349
N -0.1115 1.7076 -0.7032
C -1.3899 2.1673 -0.1659
C -3.2630 0.4107 -0.0352
N -2.6049 -0.6368 0.4456
C -3.3385 -1.5088 1.1574
C -4.6891 -1.3165 1.4019
C -5.3322 -0.1551 0.9689
C -4.5921 0.7469 0.2322
C -4.7407 2.1988 -0.1644
N -5.9186 2.9697 -0.5628
H -0.9749 5.5501 -0.9230
H 1.3196 4.6499 -1.3581
H 1.7569 2.2126 -1.3095
H -2.8210 -2.3842 1.5319
H -5.2292 -2.0652 1.9643
H -6.3673 0.0351 1.2233
I -4.0234 2.5124 -3.2597
C -3.6063 2.4330 -1.1806
C -3.9449 3.1441 0.8678
C -3.2469 2.6062 2.0727
C -2.0818 1.9723 2.1870
N -1.1878 1.6657 1.1923
C -2.5514 1.4056 -0.8853
H -4.6392 3.8918 1.2369
H -3.7847 2.7709 2.9983
H -1.7781 1.6389 3.1736
H -2.1477 0.9246 -1.7742

(2)
16
Properties=species:S:1:pos:R:3 method="wB97M-V/def2-TZVPD" spin_multiplicity=2 lumo_energy_ev="0.782 / -2.469" e_homo_ev="-9.57 / -9.55" mol_weight_g_mol=92.12 e_above_lowest_kcal_mol=5.97 orbital_gap_ev="10.355 / 7.082" total_charge=0
C -1.4748 -0.1452 -0.1553
O -0.9278 -0.2664 -1.3625
C -0.4786 -0.1989 1.0197
C 0.4321 0.9919 1.2202
N 0.4403 -1.3753 0.8338
H -2.1577 0.7141 0.0225
H -2.1855 -0.9789 0.0338
H -0.9110 -0.4778 1.9840
H 0.9394 1.2069 0.2752
H 1.1702 0.8416 2.0150
H 0.0199 1.9414 1.5863
H 1.3749 -1.1996 0.4753
H 0.0944 -1.8786 0.0230
H 0.7038 -0.0406 -2.1688
H 1.4576 0.8739 -3.0923
O 1.5028 -0.0083 -2.7099

(3)
23
Properties=species:S:1:pos:R:3 method="wB97M-V/def2-TZVPD" spin_multiplicity=2 lumo_energy_ev="-3.301 / -8.088" e_homo_ev="-12.73 / -12.73" mol_weight_g_mol=113.20 e_above_lowest_kcal_mol=56.62 orbital_gap_ev="9.431 / 4.641" total_charge=+1
C 0.3719 -2.3657 2.2412
C 0.1374 -1.5757 0.9402
C 0.4494 -0.0876 0.9742
C 0.6443 0.5341 -0.4097
C 0.1137 1.9838 -0.4692
C -1.2192 2.0177 -1.1435
C -1.6088 2.4436 -2.3238
N 0.8099 -2.2830 -0.0863
H -0.3510 -2.0684 3.0148
H 0.1168 -3.4276 2.1866
H 1.3493 -2.1549 2.6543
H -0.9425 -1.7009 0.7347
H -0.3614 0.3775 1.5320
H 1.3120 0.0505 1.6331
H 1.6918 0.4175 -0.6835
H 0.2038 -0.1243 -1.1667
H 0.0975 2.3253 0.5656
H 0.7964 2.6660 -0.9241
H -2.0315 1.7501 -0.4630
H -2.6203 2.3570 -2.6623
H -0.9650 2.8500 -3.1026
H 1.6743 -1.9040 -0.4780
H 0.5861 -3.2743 -0.1716

(4)
21
Properties=species:S:1:pos:R:3 method="wB97M-V/def2-TZVPD" lumo_energy_ev=-0.299 e_homo_ev=-7.81 mol_weight_g_mol=168.20 e_above_lowest_kcal_mol=122.46 smiles="C1=Cc2cccc3occ(c23)C=C1" orbital_gap_ev=7.512 total_charge=0
C -1.2902 -1.9557 1.1089
C -0.6388 0.1514 1.7789
C -0.9437 1.3582 2.2833
C -0.6128 2.4229 1.4820
C 0.0736 2.3179 0.1985
C 0.2099 1.0220 -0.4750
C 0.9167 0.7294 -1.6812
C 1.3374 -0.2723 -2.3770
C 1.4235 -1.6705 -1.8656
C 0.5822 -2.2595 -0.9253
C -0.4250 -1.6096 0.0884
C -0.3042 -0.0561 0.4579
H -2.0074 -2.9161 1.5143
H -1.6184 1.3625 3.0443
H -1.1134 3.4254 1.9072
H 0.0595 3.2905 -0.4295
H 1.0098 1.7926 -2.0995
H 2.0340 -0.2057 -3.1863
H 2.2472 -2.5626 -2.2549
H 0.5031 -3.4453 -0.7711
O -1.4431 -0.9196 2.2017

(5)
93
Properties=species:S:1:pos:R:3 method="wB97M-V/def2-TZVPD" lumo_energy_ev=0.367 e_homo_ev=-6.88 mol_weight_g_mol=776.28 e_above_lowest_kcal_mol=0.00 orbital_gap_ev=7.249 total_charge=0
Tl 0.7269 -0.2745 1.0055
C 2.4741 3.2988 1.5928
C 1.3944 3.2973 0.5094
C 0.7623 4.6828 0.3635
C 1.9255 2.8160 -0.8300
C 3.0660 3.4036 -1.3662
C 3.5574 3.0120 -2.5987
C 2.9022 2.0201 -3.3070
C 1.7527 1.4033 -2.8187
C 1.1255 0.3313 -3.7007
C 0.0508 0.9059 -4.6297
C 0.6095 -0.9168 -2.9858
C 1.2647 1.8227 -1.5708
N 0.1312 1.2003 -0.9796
C -1.0331 1.5292 -1.4020
C -2.3116 1.0502 -0.9467
C -3.3864 1.3364 -1.8133
C -4.6841 1.0086 -1.5209
C -4.9377 0.4011 -0.2823
C -3.9277 0.1371 0.6048
C -2.5585 0.4250 0.3180
N -1.5818 0.1852 1.2134
C -1.9797 0.0019 2.5653
C -2.2009 1.1450 3.3595
C -2.5631 0.9844 4.6905
C -2.6990 -0.2768 5.2488
C -2.4605 -1.3934 4.4687
C -2.0991 -1.2775 3.1285
C -1.8819 -2.5352 2.3087
C -0.7907 -3.4176 2.9189
C -3.1811 -3.3281 2.1453
C -2.0617 2.5454 2.7877
C -3.4162 3.2531 2.7163
C -1.0524 3.3747 3.5831
H 2.0445 3.5922 2.5526
H 3.2749 4.0035 1.3611
H 2.9202 2.3088 1.7059
H 0.6044 2.6149 0.8295
H 1.5037 5.4143 0.0330
H 0.3551 5.0212 1.3179
H -0.0462 4.6709 -0.3701
H 3.5727 4.1845 -0.8121
H 4.4497 3.4722 -3.0035
H 3.2926 1.7023 -4.2677
H 1.9460 0.0028 -4.3471
H -0.8428 1.1903 -4.0719
H -0.2491 0.1553 -5.3645
H 0.4148 1.7846 -5.1641
H -0.3668 -0.7696 -2.5273
H 1.2933 -1.2434 -2.2023
H 0.5119 -1.7343 -3.7045
H -1.0931 2.2531 -2.2223
H -3.1586 1.8378 -2.7488
H -5.4860 1.2274 -2.2120
H -5.9539 0.1399 -0.0095
H -4.1683 -0.3143 1.5581
H -2.7440 1.8607 5.3028
H -2.9869 -0.3870 6.2868
H -2.5676 -2.3798 4.9050
H -1.5638 -2.2317 1.3088
H -1.0729 -3.7499 3.9203
H 0.1571 -2.8809 3.0006
H -0.6236 -4.3042 2.3049
H -3.5461 -3.6835 3.1121
H -3.0146 -4.1982 1.5067
H -3.9628 -2.7174 1.6913
H -1.6834 2.4471 1.7696
H -3.8407 3.3868 3.7148
H -4.1256 2.6766 2.1212
H -3.3106 4.2408 2.2612
H -1.3757 3.5135 4.6169
H -0.9367 4.3662 3.1391
H -0.0743 2.8885 3.6041
C 4.0785 -1.0192 -0.6765
C 3.6980 -2.4020 -0.1715
N 3.1752 -3.2473 -1.2366
C 1.9084 -3.6767 -1.3568
S 0.6910 -3.4052 -0.2220
N 1.6113 -4.3593 -2.4851
C 2.5531 -4.8281 -3.4860
C 3.3717 -6.0376 -3.0474
H 4.4895 -0.4234 0.1398
H 3.2153 -0.4864 -1.0780
H 4.8335 -1.0780 -1.4641
H 2.9319 -2.3483 0.5983
H 4.5691 -2.8999 0.2607
H 3.8166 -3.4657 -1.9812
H 0.6732 -4.7227 -2.4943
H 3.2014 -3.9993 -3.7874
H 1.9702 -5.0725 -4.3734
H 3.9537 -5.8243 -2.1501
H 4.0596 -6.3394 -3.8380
H 2.7156 -6.8787 -2.8237

(6)
68
Properties=species:S:1:pos:R:3 method="wB97M-V/def2-TZVPD" lumo_energy_ev=-8.044 e_homo_ev=-14.29 mol_weight_g_mol=774.65 e_above_lowest_kcal_mol=102.41 orbital_gap_ev=6.249 total_charge=+2
Os -0.3451 1.0762 -3.2714
C -3.2582 0.8038 4.0538
C -2.0431 1.5798 3.5166
C -2.3473 3.0744 3.5752
C -0.7989 1.2869 4.3750
C -1.7241 1.1216 2.0988
C -1.6393 1.9638 1.0656
C -1.1512 1.5514 -0.2922
Br -1.2906 2.9833 -1.6545
C -1.1658 -0.5040 -0.9994
O -0.3925 -0.5341 -2.0074
C -1.2085 -1.2412 0.1610
C -1.5272 -0.3738 1.9659
C 0.6723 -3.1998 1.3729
C 1.4353 -3.0017 0.0774
C -0.6149 -3.9855 1.2065
C 1.5514 -3.8088 2.4509
H -3.5463 1.2172 5.0199
H -3.0520 -0.2556 4.2144
H -4.1136 0.8925 3.3826
H -2.5724 3.3510 4.6042
H -3.2179 3.3343 2.9697
H -1.4961 3.6802 3.2576
H -1.0054 1.5575 5.4108
H 0.0572 1.8765 4.0395
H -0.5184 0.2302 4.3748
H -1.8337 3.0182 1.2058
H -1.5474 -0.8953 2.9168
H 0.8557 -2.4726 -0.6810
H 1.6653 -3.9850 -0.3329
H 2.3809 -2.4844 0.2466
H -1.2097 -3.6516 0.3588
H -1.2140 -3.9296 2.1152
H -0.3586 -5.0330 1.0439
H 2.4096 -3.1735 2.6721
H 1.9249 -4.7686 2.0953
H 0.9875 -3.9804 3.3668
O 4.4342 0.0809 2.5618
N 4.2731 0.9534 1.7421
O 5.0671 1.7970 1.4022
C 2.9458 0.9963 1.0796
C 2.7321 1.8918 0.0647
C 1.4777 1.9228 -0.5252
C 0.3799 1.1627 -0.0873
O -2.0025 0.5935 -0.9370
C 0.7451 0.1556 0.8357
C 1.9853 0.0829 1.4371
N -0.2295 -0.8796 1.2175
O -2.3175 -1.0114 0.9887
O 0.3644 -1.8647 2.0131
N 1.5582 2.6886 -1.7918
O 1.4017 2.0281 -2.8825
O 2.0179 3.7744 -1.8083
H 3.5379 2.5257 -0.2819
H 2.2012 -0.6695 2.1794
C 0.3221 0.9889 -6.4398
C -0.8027 -0.0474 -6.5824
C -0.6984 -0.8852 -5.2983
O 0.4542 -0.3517 -4.5526
C 1.3194 0.2528 -5.5751
H -0.0307 1.8928 -5.9190
H 0.7315 1.3196 -7.3915
H -0.6282 -0.6757 -7.4535
H -1.7821 0.4106 -6.6970
H -0.5080 -1.9414 -5.4754
H -1.5671 -0.8087 -4.6322
H 1.8107 -0.5624 -6.1063
H 2.0593 0.8588 -5.0603